Here is C3H3AgO3 as an isolated structure at a distorted geometry from the OMol25 dataset. Energies are from the ωB97M-V functional and the def2-TZVPD basis.

Output
Net charge: +1
HOMO (alpha / beta), eV: -9.0 / -13.7
HOMO-LUMO gap (alpha / beta), eV: 1.54 / 6.22
Multiplicity: 2
LUMO (alpha / beta), eV: -7.471 / -7.466

```
10
Properties=species:S:1:pos:R:3:forces:R:3
O -0.370502 0.949802 0.036011 -2.768 -0.082 -0.692
C 0.798361 0.234946 0.047066 4.242 3.590 1.720
O 1.826908 0.771861 0.377083 -2.823 -2.012 -1.014
Ag 3.259664 2.849886 1.109867 0.231 0.381 0.130
O 0.656492 -0.986174 -0.359475 -2.217 -4.308 -0.179
C -0.534816 -1.642945 -0.210004 1.809 2.042 -0.482
H -1.358445 -1.131610 0.281169 0.503 -1.636 1.521
H -0.553616 -2.608948 -0.702922 -0.264 0.213 -0.488
C -1.484805 0.388031 -0.393110 1.623 2.423 -0.320
H -2.239243 1.175151 -0.185683 -0.336 -0.610 -0.196
```
Forces are in eV/Å.